Molecular formula: CH5N2Si
Method: DFT, the ωB97M-V functional and the def2-TZVPD basis

```
9
CH5N2Si, DFT the ωB97M-V functional and the def2-TZVPD basis
Si 3.08 -0.07 0.15
N -0.95 -0.29 0.16
N 0.08 -0.72 -0.04
C -2.22 0.01 0.16
H 4.27 -0.75 -0.55
H 3.44 1.47 -0.10
H -2.82 -0.75 -0.52
H -2.68 0.11 1.13
H -2.20 0.99 -0.39
```

The calculation puts the electronic energy at -11963.432 eV. The HOMO-LUMO gap comes out at 5.89 eV. Its max |F| is 10.00 eV/Å. As for the energy relative to the best compared isomer or geometry (same formula, charge and spin): 432.9 kJ/mol. Its charge is +1. The value obtained for the LUMO energy is -6.22 eV.

For reference, the Mulliken charges in units of e are: Si 0.178; N 0.441; N -0.064; C -0.446; H -0.016; H -0.028; H 0.318; H 0.306; H 0.311